Run w
Formula: C9H14O
Source: the OMol25 dataset
Level of theory: wB97M-V/def2-TZVPD

Its SMILES is Cc1ccc(O)cc1.CC. For the HOMO-LUMO gap, the calculation gives 0.328 Eh. For the HOMO energy, the calculation gives -0.3016 Eh.

Each atom is followed by the atoms it is bonded to, with distances in Å.
Positions of all 24 atoms, in Å:
1 C 3.215 -0.948 -0.360  C2 1.491, H9 1.183, H10 1.163, H11 1.048
2 C 1.848 -1.250 0.154  C1 1.491, C3 1.356, C8 1.398
3 C 1.695 -1.611 1.452  C2 1.356, C4 1.389, H12 1.055
4 C 0.491 -1.622 2.145  C3 1.389, C5 1.448, H13 1.102
5 C -0.704 -1.306 1.391  C4 1.448, O6 1.317, C7 1.415
6 O -1.984 -1.348 1.702  C5 1.317, H14 0.985
7 C -0.501 -1.008 0.023  C5 1.415, C8 1.363, H15 1.135
8 C 0.704 -1.018 -0.614  C2 1.398, C7 1.363, H16 1.103
9 H 3.255 -0.427 -1.421  C1 1.183
10 H 3.667 -2.019 -0.395  C1 1.163
11 H 3.952 -0.395 0.141  C1 1.048
12 H 2.630 -1.947 1.806  C3 1.055
13 H 0.280 -2.264 3.016  C4 1.102
14 H -2.194 -1.895 2.494  O6 0.985
15 H -1.412 -1.117 -0.645  C7 1.135
16 H 0.732 -0.582 -1.628  C8 1.103
17 C -1.404 2.206 -0.903  C18 1.500, H19 1.075, H20 1.107, H21 1.127
18 C -2.550 3.064 -1.354  C17 1.500, H22 1.025, H23 1.163, H24 1.245
19 H -0.973 2.385 0.065  C17 1.075
20 H -1.680 1.144 -0.748  C17 1.107
21 H -0.562 2.146 -1.648  C17 1.127
22 H -3.286 2.418 -1.655  C18 1.025
23 H -3.047 3.799 -0.602  C18 1.163
24 H -2.173 3.595 -2.415  C18 1.245

=====

Run x
Formula: C9H14O
Source: the OMol25 dataset
Level of theory: wB97M-V/def2-TZVPD

Its SMILES is Cc1ccc(O)cc1.CC. For the HOMO-LUMO gap, the calculation gives 0.340 Eh. For the HOMO energy, the calculation gives -0.3091 Eh.

Each atom is followed by the atoms it is bonded to, with distances in Å.
Positions of all 24 atoms, in Å:
1 C 1.333 -0.809 3.435  C2 1.506, H9 1.089, H10 1.089, H11 1.081
2 C 1.088 -0.777 1.949  C1 1.506, C3 1.394, C8 1.391
3 C -0.209 -0.813 1.439  C2 1.394, C4 1.387, H12 1.082
4 C -0.470 -0.927 0.081  C3 1.387, C5 1.403, H13 1.065
5 C 0.636 -1.135 -0.757  C4 1.403, O6 1.372, C7 1.374
6 O 0.244 -1.325 -2.058  C5 1.372, H14 0.962
7 C 1.932 -1.115 -0.302  C5 1.374, C8 1.400, H15 1.076
8 C 2.144 -1.031 1.079  C2 1.391, C7 1.400, H16 1.082
9 H 0.593 -1.437 3.930  C1 1.089
10 H 1.322 0.174 3.903  C1 1.089
11 H 2.312 -1.222 3.633  C1 1.081
12 H -1.080 -0.610 2.048  C3 1.082
13 H -1.463 -0.924 -0.304  C4 1.065
14 H 0.838 -1.190 -2.801  O6 0.962
15 H 2.752 -1.028 -0.993  C7 1.076
16 H 3.125 -1.134 1.524  C8 1.082
17 C -2.384 2.362 -1.593  C18 1.508, H19 1.092, H20 1.092, H21 1.079
18 C -1.399 1.524 -2.369  C17 1.508, H22 1.092, H23 1.097, H24 1.085
19 H -3.236 2.634 -2.218  C17 1.092
20 H -2.807 1.822 -0.744  C17 1.092
21 H -1.969 3.271 -1.186  C17 1.079
22 H -1.815 0.536 -2.577  C18 1.092
23 H -0.496 1.182 -1.849  C18 1.097
24 H -0.989 1.972 -3.268  C18 1.085

=====

On energetic grounds, run x is preferred over the next structure by 44.5 kcal/mol.

=====

Run w
Formula: C9H14O
Source: the OMol25 dataset
Level of theory: wB97M-V/def2-TZVPD

Its SMILES is Cc1ccc(O)cc1.CC. For the HOMO-LUMO gap, the calculation gives 0.348 Eh. For the HOMO energy, the calculation gives -0.3156 Eh.

Each atom is followed by the atoms it is bonded to, with distances in Å.
Positions of all 24 atoms, in Å:
1 C 2.011 1.455 0.242  C2 1.422, H9 1.172, H10 1.140, H11 1.170
2 C 1.261 0.268 0.469  C1 1.422, C3 1.443, C8 1.401
3 C -0.174 0.170 0.594  C2 1.443, C4 1.356, H12 1.148
4 C -0.915 -0.964 0.644  C3 1.356, C5 1.403, H13 1.139
5 C -0.159 -2.145 0.587  C4 1.403, O6 1.382, C7 1.342
6 O -0.797 -3.368 0.501  C5 1.382, H14 0.956
7 C 1.178 -2.154 0.688  C5 1.342, C8 1.416, H15 1.083
8 C 1.921 -0.968 0.476  C2 1.401, C7 1.416, H16 1.113
9 H 1.569 2.454 0.667  C1 1.172
10 H 1.807 1.531 -0.877  C1 1.140
11 H 3.123 1.516 0.599  C1 1.170
12 H -0.605 1.234 0.594  C3 1.148
13 H -2.048 -1.053 0.708  C4 1.139
14 H -0.571 -3.574 -0.404  O6 0.956
15 H 1.678 -3.108 0.810  C7 1.083
16 H 3.034 -0.963 0.461  C8 1.113
17 C -1.225 3.499 -1.798  C18 1.521, H19 1.134, H20 0.986, H21 1.113
18 C -2.380 2.598 -1.389  C17 1.521, H22 1.064, H23 1.066, H24 1.069
19 H -1.104 3.605 -2.920  C17 1.134
20 H -1.260 4.459 -1.576  C17 0.986
21 H -0.267 3.169 -1.337  C17 1.113
22 H -2.256 1.600 -1.738  C18 1.064
23 H -3.327 2.929 -1.750  C18 1.066
24 H -2.504 2.593 -0.327  C18 1.069

=====

Run x
Formula: C9H14O
Source: the OMol25 dataset
Level of theory: wB97M-V/def2-TZVPD

Its SMILES is Cc1ccc(O)cc1.CC. For the HOMO-LUMO gap, the calculation gives 0.343 Eh. For the HOMO energy, the calculation gives -0.3101 Eh.

Each atom is followed by the atoms it is bonded to, with distances in Å.
Positions of all 24 atoms, in Å:
1 C 0.088 1.008 -3.303  C2 1.501, H9 1.091, H10 1.102, H11 1.098
2 C -0.138 1.376 -1.866  C1 1.501, C3 1.419, C8 1.384
3 C 0.451 2.495 -1.224  C2 1.419, C4 1.406, H12 1.084
4 C 0.155 2.733 0.129  C3 1.406, C5 1.371, H13 1.091
5 C -0.492 1.765 0.853  C4 1.371, O6 1.380, C7 1.364
6 O -0.768 1.936 2.194  C5 1.380, H14 0.946
7 C -1.080 0.710 0.218  C5 1.364, C8 1.393, H15 1.088
8 C -0.877 0.461 -1.137  C2 1.384, C7 1.393, H16 1.080
9 H 0.522 0.010 -3.377  C1 1.091
10 H 0.802 1.628 -3.869  C1 1.102
11 H -0.872 0.950 -3.832  C1 1.098
12 H 0.838 3.266 -1.882  C3 1.084
13 H 0.523 3.684 0.516  C4 1.091
14 H -0.328 2.713 2.508  O6 0.946
15 H -1.653 0.043 0.858  C7 1.088
16 H -1.228 -0.439 -1.620  C8 1.080
17 C 0.747 -2.362 1.746  C18 1.525, H19 1.088, H20 1.113, H21 1.091
18 C 0.262 -3.792 1.960  C17 1.525, H22 1.090, H23 1.096, H24 1.092
19 H 0.440 -2.025 0.758  C17 1.088
20 H 0.363 -1.658 2.517  C17 1.113
21 H 1.784 -2.039 1.852  C17 1.091
22 H -0.503 -3.841 2.734  C18 1.090
23 H -0.147 -4.203 1.030  C18 1.096
24 H 1.110 -4.421 2.237  C18 1.092

=====

Run y
Formula: C9H14O
Source: the OMol25 dataset
Level of theory: wB97M-V/def2-TZVPD

Its SMILES is Cc1ccccc1.CCO. For the HOMO-LUMO gap, the calculation gives 0.367 Eh. For the HOMO energy, the calculation gives -0.3304 Eh.

Each atom is followed by the atoms it is bonded to, with distances in Å.
Positions of all 24 atoms, in Å:
1 C 2.521 2.210 0.610  C2 1.508, H8 1.094, H9 1.077, H10 1.088
2 C 1.983 0.920 0.047  C1 1.508, C3 1.389, C7 1.394
3 C 1.432 0.888 -1.228  C2 1.389, C4 1.375, H11 1.080
4 C 0.823 -0.255 -1.689  C3 1.375, C5 1.394, H12 1.082
5 C 0.787 -1.432 -0.942  C4 1.394, C6 1.385, H13 1.080
6 C 1.336 -1.402 0.329  C5 1.385, C7 1.382, H14 1.085
7 C 1.928 -0.248 0.806  C2 1.394, C6 1.382, H15 1.084
8 H 1.673 2.887 0.748  C1 1.094
9 H 3.184 2.720 -0.067  C1 1.077
10 H 3.052 2.037 1.545  C1 1.088
11 H 1.455 1.763 -1.859  C3 1.080
12 H 0.469 -0.328 -2.709  C4 1.082
13 H 0.407 -2.309 -1.444  C5 1.080
14 H 1.247 -2.249 1.001  C6 1.085
15 H 2.264 -0.211 1.837  C7 1.084
16 C -2.125 0.211 0.603  C17 1.515, H19 1.094, H20 1.081, H21 1.090
17 C -3.034 -0.777 -0.100  C16 1.515, O18 1.426, H22 1.100, H23 1.092
18 O -2.992 -2.034 0.572  C17 1.426, H24 0.965
19 H -2.126 0.030 1.682  C16 1.094
20 H -2.443 1.242 0.535  C16 1.081
21 H -1.106 0.028 0.264  C16 1.090
22 H -4.080 -0.435 -0.097  C17 1.100
23 H -2.774 -0.873 -1.156  C17 1.092
24 H -3.881 -2.383 0.711  O18 0.965

=====

Run z
Formula: C9H14O
Source: the OMol25 dataset
Level of theory: wB97M-V/def2-TZVPD

Its SMILES is Cc1ccc(O)cc1.CC. For the HOMO-LUMO gap, the calculation gives 0.354 Eh. For the HOMO energy, the calculation gives -0.3216 Eh.

Each atom is followed by the atoms it is bonded to, with distances in Å.
Positions of all 24 atoms, in Å:
1 C -1.558 1.856 2.061  C2 1.494, H9 1.095, H10 1.095, H11 1.091
2 C -1.091 1.155 0.828  C1 1.494, C3 1.377, C8 1.403
3 C -1.886 0.357 0.035  C2 1.377, C4 1.392, H12 1.094
4 C -1.484 -0.219 -1.167  C3 1.392, C5 1.384, H13 1.080
5 C -0.162 -0.055 -1.543  C4 1.384, O6 1.387, C7 1.380
6 O 0.308 -0.472 -2.780  C5 1.387, H14 0.962
7 C 0.658 0.765 -0.796  C5 1.380, C8 1.376, H15 1.080
8 C 0.197 1.406 0.331  C2 1.403, C7 1.376, H16 1.083
9 H -1.771 2.911 1.857  C1 1.095
10 H -0.786 1.844 2.838  C1 1.095
11 H -2.456 1.421 2.501  C1 1.091
12 H -2.897 0.162 0.404  C3 1.094
13 H -2.141 -0.914 -1.669  C4 1.080
14 H 0.263 -1.430 -2.841  O6 0.962
15 H 1.714 0.790 -1.027  C7 1.080
16 H 0.788 2.156 0.841  C8 1.083
17 C 1.349 -2.021 0.981  C18 1.522, H19 1.094, H20 1.098, H21 1.086
18 C 2.777 -1.738 1.425  C17 1.522, H22 1.089, H23 1.089, H24 1.094
19 H 1.323 -2.219 -0.094  C17 1.094
20 H 0.971 -2.950 1.426  C17 1.098
21 H 0.587 -1.273 1.180  C17 1.086
22 H 2.799 -1.576 2.502  C18 1.089
23 H 3.218 -0.881 0.917  C18 1.089
24 H 3.373 -2.635 1.234  C18 1.094

=====

On energetic grounds, run z is preferred over the next structure by 3.3 kcal/mol.